A.
Entry from the OMol25 dataset: a molecular structure, C4H26BO21 (ωB97M-V with the def2-TZVPD basis set).

Geometry as XYZ:
```
52
Properties=species:S:1:pos:R:3
O -0.9526 -3.1166 -0.6670
C -0.5846 -2.1476 -0.0630
O -0.5066 -1.1116 -0.7710
B 0.2244 -0.0546 0.0940
O 0.5254 -0.8726 1.3060
C 0.0304 -2.0396 1.1100
O -0.4076 -2.6076 2.0940
O -0.5866 1.0514 0.3860
C 0.0524 2.0894 0.0370
O -0.4746 3.2574 0.0910
C 1.3114 1.7414 -0.5990
O 1.4174 0.5094 -0.5080
O 2.1844 2.5694 -0.7810
O -1.7376 1.8534 3.1570
H -2.5876 1.7634 2.8170
H -1.4756 0.9404 3.0170
O -1.0676 -5.3916 -2.0310
H -1.0416 -4.6526 -1.4790
H -0.1866 -5.8306 -2.3110
O 2.0294 4.2184 -2.8030
H 1.9634 3.5954 -1.9650
H 1.6414 5.1454 -2.6160
O -3.7466 -3.9296 -2.2260
H -2.8306 -4.2616 -2.3540
H -4.2486 -4.7166 -2.5540
O 1.2874 -3.6006 4.1400
H 0.9534 -4.3456 4.8350
H 0.5244 -3.1516 3.6110
O 4.6264 2.2514 0.8100
H 4.7384 3.0664 0.5220
H 3.9394 2.2834 0.1740
O 0.4804 -2.3016 -3.3760
H 0.8474 -1.5716 -3.5840
H 0.0904 -2.0266 -2.6020
O -2.2046 -4.5936 2.1810
H -1.9586 -5.4256 2.1460
H -1.6106 -4.1026 1.7740
O 1.2814 -0.4016 3.8650
H 1.9814 -0.8446 4.2060
H 1.0744 -0.7526 2.9800
O -2.5276 4.6824 1.5360
H -1.9916 5.1754 2.2500
H -1.8796 4.1294 1.2420
O -1.6896 1.5404 -2.5110
H -2.5126 1.8974 -1.9800
H -1.7416 0.5554 -2.6240
O 3.6504 0.6324 -3.0830
H 3.7674 0.0114 -3.8700
H 2.8874 0.3344 -2.7890
O -0.7116 6.3464 0.0730
H -0.7606 5.4224 0.0930
H -1.4886 6.7874 -0.4020
```

Charge ... -1
LUMO ... 0.958 eV
Kohn-Sham gap ... 8.96 eV

=====

B.
Entry from the OMol25 dataset: 14 unconnected molecules or ions with the total composition C4H26BO21 (ωB97M-V with the def2-TZVPD basis set).

Geometry as XYZ:
```
52
Properties=species:S:1:pos:R:3
O 1.3206 0.7783 2.7024
C 0.6137 0.2225 1.8979
O 0.9582 -0.3870 0.7738
B -0.2597 -0.6786 -0.0008
O -1.3866 -0.3830 0.9125
C -0.9623 0.1550 2.0574
O -1.6096 0.6510 2.9681
O -0.3935 -2.0900 -0.4269
C -0.5331 -2.1090 -1.7651
O -0.7108 -3.1302 -2.4074
C -0.6419 -0.6477 -2.2877
O -0.3534 0.1392 -1.2815
O -0.8936 -0.3193 -3.4466
O -1.8913 -5.6382 -2.8036
H -1.5244 -4.9382 -2.2596
H -1.1931 -5.8459 -3.4271
O 0.0751 -2.1026 -5.6177
H -0.2986 -1.7918 -6.4436
H -0.1330 -1.4117 -4.9840
O -1.1995 3.4660 1.6815
H -2.0150 3.0523 1.3924
H -1.2055 3.3695 2.6350
O 2.0724 3.4650 0.7635
H 2.2310 3.5454 -0.1781
H 1.2413 2.9895 0.8294
O 0.9785 -4.7567 -4.1852
H 0.4430 -4.1118 -3.7177
H 0.6488 -4.7318 -5.0847
O -3.8658 2.4068 4.3740
H -3.7547 1.7369 5.0500
H -2.9829 2.7502 4.2297
O -0.1277 0.6247 5.4030
H 0.6900 1.1199 5.4700
H -0.4864 0.8640 4.5444
O -4.0380 -0.6977 3.7875
H -3.9228 -0.4813 4.7135
H -3.2925 -0.2811 3.3481
O -2.6525 1.6381 -5.0552
H -3.4484 1.1527 -5.2770
H -2.1467 1.0340 -4.5074
O 2.6995 3.5376 3.4986
H 2.4431 3.6825 2.5847
H 2.0184 2.9615 3.8486
O 2.9333 -1.8377 -0.7173
H 2.3627 -1.5688 0.0048
H 2.9392 -1.0819 -1.3108
O 3.0952 0.5344 -2.1832
H 2.2568 0.9639 -2.3638
H 3.6894 1.2498 -1.9497
O 4.3910 1.1952 1.4601
H 4.3480 0.2698 1.2126
H 3.4741 1.4665 1.5379
```

Charge ... -1
LUMO ... 1.718 eV
Kohn-Sham gap ... 10.28 eV

=====

Going by the energies, B is most stable and the next is 708.9 kJ/mol up.

=====

A.
Entry from the OMol25 dataset: a molecular structure, C4H26BO21 (ωB97M-V with the def2-TZVPD basis set).

Geometry as XYZ:
```
52
Properties=species:S:1:pos:R:3
O 1.2064 3.3648 0.1468
C 0.5444 2.3628 0.3838
O 0.7214 1.2228 0.0058
B -0.1206 0.2538 0.8088
O -0.8226 1.2158 1.7578
C -0.4896 2.3288 1.3468
O -1.0526 3.3728 1.7188
O 0.6324 -0.7732 1.4278
C 0.2094 -1.7952 1.0138
O 0.8884 -2.7912 1.0868
C -0.9426 -1.6622 0.2038
O -1.1176 -0.4092 -0.0192
O -1.5066 -2.5542 -0.2552
O 3.9364 3.5718 1.1598
H 4.1294 2.6648 0.8838
H 2.8744 3.6198 0.9248
O 2.6274 -2.7852 3.4628
H 1.9574 -3.0632 4.1308
H 1.8204 -2.4332 2.9548
O -2.7736 -0.0472 -1.5722
H -2.4096 -0.1412 -0.7492
H -2.3356 0.8228 -2.1602
O -3.7226 2.5198 1.1218
H -2.9096 2.3958 1.6388
H -3.7376 3.2868 0.5118
O -4.4376 -2.5952 -2.0652
H -5.1496 -2.3672 -1.4122
H -3.7616 -1.9032 -2.0792
O 2.7854 -0.9922 -0.9722
H 3.0274 -0.6592 -0.2012
H 1.9784 -0.7392 -1.1082
O 2.4174 3.7238 -1.9692
H 2.0664 3.5418 -1.0842
H 2.0434 2.9708 -2.6042
O -3.1756 -4.6562 0.7598
H -2.8476 -3.8792 0.2428
H -3.9626 -4.2512 1.1218
O 0.2634 -5.3532 -0.4402
H 0.7884 -4.7742 -1.1482
H 0.0854 -4.7972 0.3208
O 3.2474 -3.6782 -0.4312
H 2.4264 -3.6992 0.0858
H 3.3964 -2.6922 -0.5782
O 1.2634 -3.6652 -1.7712
H 2.0804 -3.5882 -1.4122
H 1.4884 -4.2942 -2.3832
O -0.1066 6.2098 0.6888
H -0.9476 6.6778 0.6318
H -0.3776 5.2338 1.0818
O -1.0006 4.9818 -1.6302
H -0.0446 4.9918 -1.4632
H -1.1536 5.7068 -2.1142
```

Charge ... -1
LUMO ... 1.436 eV
Kohn-Sham gap ... 8.60 eV

=====

B.
Entry from the OMol25 dataset: 14 unconnected molecules or ions with the total composition C4H26BO21 (ωB97M-V with the def2-TZVPD basis set).

Geometry as XYZ:
```
52
Properties=species:S:1:pos:R:3
O 1.6018 3.3279 -0.3107
C 1.3458 2.1893 -0.5551
O 0.2038 1.5651 -0.3032
B 0.3761 0.1304 -0.5540
O 1.7076 -0.0037 -1.1796
C 2.3072 1.1709 -1.2096
O 3.3619 1.4444 -1.6988
O -0.7110 -0.3889 -1.3857
C -1.3949 -1.2984 -0.7191
O -2.3966 -1.8363 -1.1001
C -0.6943 -1.5218 0.6301
O 0.3249 -0.6917 0.6864
O -1.0557 -2.2675 1.4940
O 1.2606 4.7844 -3.0280
H 2.2080 4.9300 -2.9355
H 0.8589 5.5597 -2.6212
O 5.7871 3.1739 -1.1491
H 5.0847 2.5122 -1.1932
H 5.7522 3.4982 -0.2450
O -0.8475 -5.8393 1.4987
H -0.1612 -6.4477 1.7851
H -0.5164 -4.9744 1.7682
O 0.4757 -3.8140 3.5439
H 0.3406 -2.9959 3.0471
H 0.6592 -3.5266 4.4425
O -1.3564 3.7538 -1.6201
H -0.5341 4.0549 -2.0261
H -1.0546 3.1243 -0.9501
O 0.9131 5.7909 0.9721
H 0.9802 5.0192 0.3884
H 0.1294 6.2605 0.6746
O -2.2696 -3.0013 -3.8631
H -1.5847 -2.7534 -4.4899
H -2.1045 -2.4448 -3.0903
O 3.0958 -1.8049 1.8054
H 3.6538 -2.0520 1.0622
H 2.2699 -1.5206 1.3989
O 1.6178 -3.0364 -2.8431
H 2.1589 -2.9765 -3.6353
H 1.5368 -2.1267 -2.5359
O -2.9908 1.6458 -0.2206
H -3.1419 1.9358 -1.1264
H -3.3716 0.7644 -0.1680
O -4.8533 -1.8023 0.7253
H -4.5018 -1.2910 -0.0076
H -4.2925 -2.5862 0.7304
O -2.7541 -2.8825 3.8883
H -1.9581 -2.6385 3.4000
H -2.4654 -3.6033 4.4549
O -0.6404 1.6978 2.8722
H -1.1401 1.5788 2.0567
H -1.2200 2.2141 3.4390
```

Charge ... -1
LUMO ... 2.216 eV
Kohn-Sham gap ... 10.79 eV

=====

Going by the energies, B is most stable and the next is 735.3 kJ/mol up.

=====

A.
Entry from the OMol25 dataset: 2 unconnected molecules or ions with the total composition C5H11NO (ωB97M-V with the def2-TZVPD basis set).

Geometry as XYZ:
```
18
Properties=species:S:1:pos:R:3
C 1.7600 1.1129 -0.7958
C 0.4612 0.8248 -0.0985
C -0.1492 -0.3681 -0.0287
C 0.3456 -1.6279 -0.7000
N -1.2720 -0.5763 0.8111
C -2.3749 -0.0051 0.5600
O -2.6764 0.8037 -0.4701
H 2.0572 0.3106 -1.4769
H 1.7045 2.0413 -1.3754
H 2.5661 1.2457 -0.0618
H 0.0398 1.6409 0.4897
H 0.0753 -1.6513 -1.7621
H 1.4325 -1.7266 -0.6288
H -0.1099 -2.4961 -0.2186
H -3.2336 -0.1528 1.2124
H -1.8622 0.9230 -0.9921
H 0.9541 -0.0059 2.8402
H 0.2821 -0.2927 2.6953
```

Structure (SMILES) ... C/C=C(C)/N=C\O.[H][H]
LUMO ... 0.879 eV
Kohn-Sham gap ... 9.59 eV

=====

B.
Entry from the OMol25 dataset: C5H11NO in the gas phase (ωB97M-V with the def2-TZVPD basis set).

Geometry as XYZ:
```
18
Properties=species:S:1:pos:R:3
C 1.6679 0.2948 -1.3837
C 0.9616 -0.4707 -0.2958
C 1.4935 -0.5410 1.0870
N 0.3695 0.3322 0.7723
C -0.9047 -0.0832 1.2726
C -2.2410 -0.1231 -0.8934
O -1.9147 0.6655 0.5729
H 0.9435 0.6438 -2.1273
H 2.4048 -0.3360 -1.8924
H 2.1832 1.1653 -0.9648
H 0.3532 -1.3096 -0.6304
H 2.4134 -0.0260 1.3545
H 1.2866 -1.4417 1.6650
H -1.1756 -1.1256 1.0737
H -0.9809 0.1625 2.3370
H -2.0049 0.7321 -1.5591
H -3.3390 -0.0753 -0.7844
H -1.5165 1.5361 0.3963
```

LUMO ... 0.897 eV
Kohn-Sham gap ... 8.46 eV

=====

Going by the energies, A is most stable and the next is 343.2 kJ/mol up.

=====

A.
Entry from the OMol25 dataset: 2 unconnected molecules or ions with the total composition C5H11NO (ωB97M-V with the def2-TZVPD basis set).

Geometry as XYZ:
```
18
Properties=species:S:1:pos:R:3
C -2.1449 -0.7630 -1.7350
N -1.5587 0.4817 -1.3149
C -1.5754 1.1140 -0.2912
O -1.5279 1.8212 0.6471
H -1.5394 -1.6055 -1.3852
H -2.1732 -0.7745 -2.8266
H -3.1528 -0.8638 -1.3215
C 1.8045 1.1870 0.5661
C 1.2703 -0.1900 0.1447
C 0.6084 -0.8782 1.3407
H 1.0379 1.8502 0.9874
H 2.3016 1.7244 -0.2468
H 2.5500 1.0428 1.3583
H 0.6160 -0.1763 -0.7392
H 2.1148 -0.8051 -0.1812
H 1.3612 -1.0529 2.1185
H -0.1742 -0.2596 1.7994
H 0.1818 -1.8524 1.0795
```

Structure (SMILES) ... CN=C=O.CCC
LUMO ... 0.775 eV
Kohn-Sham gap ... 11.02 eV

=====

B.
Entry from the OMol25 dataset: C5H11NO in the gas phase (ωB97M-V with the def2-TZVPD basis set).

Geometry as XYZ:
```
18
Properties=species:S:1:pos:R:3
C -1.7775 -0.9526 -0.5161
C -1.5340 0.1485 0.5098
N -0.1082 0.5369 0.6355
C 0.4985 0.6597 1.8231
C 0.6265 0.8243 -0.4497
C 1.9725 0.2102 -0.6504
O 1.9447 -0.6405 -1.7968
H -2.8531 -1.0898 -0.6712
H -1.3593 -1.9093 -0.1844
H -1.3321 -0.6961 -1.4818
H -2.0889 1.0532 0.2355
H -1.8704 -0.1479 1.5082
H 1.2120 1.4623 1.9291
H 0.2845 -0.0128 2.6429
H 0.1234 1.2613 -1.3057
H 2.7828 0.9163 -0.8557
H 2.2439 -0.3463 0.2645
H 1.2344 -1.2774 -1.6368
```

LUMO ... 0.717 eV
Kohn-Sham gap ... 7.73 eV

=====

C.
Entry from the OMol25 dataset: C5H11NO in the gas phase (ωB97M-V with the def2-TZVPD basis set).

Geometry as XYZ:
```
18
Properties=species:S:1:pos:R:3
C -2.1562 0.4479 -0.6656
C -1.3699 -0.4971 0.2349
N 0.0409 -0.1416 0.3403
C 0.4232 0.7723 1.3949
C 0.8470 -0.6073 -0.6593
C 2.3562 -0.4714 -0.5870
O 0.3668 -1.1960 -1.6209
H -3.1993 0.1249 -0.7460
H -1.7151 0.4443 -1.6658
H -2.1462 1.4722 -0.2767
H -1.4090 -1.5102 -0.1721
H -1.7844 -0.5179 1.2495
H 0.3245 0.3052 2.3842
H 1.4548 1.1062 1.2661
H -0.2203 1.6627 1.3791
H 2.7019 0.4504 -1.0679
H 2.6905 -1.3080 -1.2015
H 2.7949 -0.5365 0.4140
```

Structure (SMILES) ... CCN(C)C(C)=O
LUMO ... 0.910 eV
Kohn-Sham gap ... 10.06 eV

=====

D.
Entry from the OMol25 dataset: C5H11NO in the gas phase (ωB97M-V with the def2-TZVPD basis set).

Geometry as XYZ:
```
18
Properties=species:S:1:pos:R:3
C -1.0501 2.5948 0.5853
N -0.7791 1.3691 -0.1344
C 0.2118 0.5103 0.2431
O 0.9830 0.7510 1.1601
C 0.2473 -0.8137 -0.5158
C 1.6878 -1.2418 -0.7827
C -0.4817 -1.8618 0.3354
H -2.0643 2.5942 1.0005
H -0.9298 3.4742 -0.0567
H -0.3311 2.6509 1.4042
H -1.3841 1.1077 -0.8970
H -0.2853 -0.7001 -1.4708
H 2.2470 -1.2422 0.1574
H 2.1920 -0.5617 -1.4772
H 1.7108 -2.2508 -1.2093
H -0.4762 -2.8336 -0.1698
H 0.0248 -1.9690 1.3006
H -1.5228 -1.5779 0.5271
```

Structure (SMILES) ... CNC(=O)C(C)C
LUMO ... 0.897 eV
Kohn-Sham gap ... 10.54 eV

=====

Going by the energies, D is most stable and the next is 31.9 kJ/mol up.

=====

A.
Entry from the OMol25 dataset: 2 unconnected molecules or ions with the total composition C5H11NO (ωB97M-V with the def2-TZVPD basis set).

Geometry as XYZ:
```
18
Properties=species:S:1:pos:R:3
C 2.6288 -0.3279 -1.1905
C 1.4249 -0.5629 -0.6658
C 0.1498 0.0187 -1.0684
C -0.9538 -0.0291 -0.3018
C -2.1608 0.8330 -0.4901
N -1.0409 -0.9218 0.7879
H 3.4785 -0.6680 -0.6163
H 2.7049 0.2572 -2.1006
H 1.3503 -1.3020 0.1220
H 0.1442 0.7848 -1.8403
H -1.9891 1.4165 -1.4038
H -3.0757 0.2454 -0.4424
H -2.1905 1.6868 0.1850
H -0.6188 -1.8260 0.6508
H -1.9810 -1.0777 1.1221
O 0.6380 0.5018 2.8066
H 0.0696 0.1500 2.0986
H 1.4216 0.8212 2.3469
```

Structure (SMILES) ... C=C/C=C(/C)N.O
LUMO ... 0.794 eV
Kohn-Sham gap ... 8.89 eV

=====

B.
Entry from the OMol25 dataset: C5H11NO in the gas phase (ωB97M-V with the def2-TZVPD basis set).

Geometry as XYZ:
```
18
Properties=species:S:1:pos:R:3
C -2.0431 -0.6168 0.8624
C -0.6274 -0.7340 0.3369
C -0.5828 -1.3504 -1.0644
C 0.0654 0.6447 0.3468
N -0.3503 1.5050 -0.7892
C 1.5587 0.6666 0.3981
O 2.3023 -0.2144 0.0767
H -2.7473 -0.1909 0.1421
H -2.4795 -1.5889 1.1099
H -2.0785 -0.0142 1.7706
H -0.0457 -1.3143 1.0591
H -1.0579 -0.6562 -1.7525
H -1.0429 -2.3376 -1.0511
H 0.4450 -1.5406 -1.3781
H -0.2078 1.1582 1.2783
H -0.1043 2.4693 -0.5528
H 0.2559 1.3027 -1.5907
H 2.0109 1.6164 0.7437
```

Structure (SMILES) ... CC(C)[C@H](N)C=O
LUMO ... 0.867 eV
Kohn-Sham gap ... 10.31 eV

=====

Going by the energies, B is most stable and the next is 54.0 kJ/mol up.

=====

A.
Entry from the OMol25 dataset: 7 unconnected molecules or ions with the total composition H14O7 (ωB97M-V with the def2-TZVPD basis set).

Geometry as XYZ:
```
21
Properties=species:S:1:pos:R:3
O 1.1455 0.1192 -1.8478
H 0.6972 -0.7768 -1.7951
H 1.6518 0.1701 -1.0142
O -1.4625 0.5874 -1.5227
H -0.4739 0.6791 -1.6083
H -1.5374 -0.3933 -1.6339
O -0.2373 -1.6661 1.3014
H 0.6424 -1.2509 1.3277
H -0.8432 -0.9570 1.4700
O 0.6031 2.3984 1.4863
H -0.2201 1.8121 1.5748
H 0.4215 2.8094 0.5730
O -1.5349 0.6851 1.0350
H -2.3786 0.9422 1.3698
H -1.5929 0.6693 0.0059
O 2.0601 0.0577 0.8449
H 1.6375 0.9084 1.0861
H 3.0721 0.3163 0.9350
O -0.6006 -2.0491 -1.4382
H -0.5786 -2.0571 -0.4551
H -0.4711 -3.0046 -1.6947
```

Structure (SMILES) ... O.O.O.O.O.O.O
LUMO ... 0.426 eV
Kohn-Sham gap ... 11.69 eV

=====

B.
Entry from the OMol25 dataset: a molecular structure, H14O7 (ωB97M-V with the def2-TZVPD basis set).

Geometry as XYZ:
```
21
Properties=species:S:1:pos:R:3
H 0.4294 -0.5510 0.3579
H 1.2417 -1.8285 0.2232
H 2.4916 -2.2401 -1.2287
H 3.2586 -0.9736 -1.5716
H -1.3471 1.6085 0.2069
H -1.5822 3.1082 0.2825
H 1.4422 -1.0644 3.6123
H 1.3389 -0.6636 2.1498
H -1.0510 -0.6082 -1.9379
H -0.6326 0.3067 -0.7986
H -3.2047 -1.0941 0.1758
H -4.3000 -1.1986 -0.8728
H 0.4017 3.3866 -0.5293
H 1.3630 2.5186 0.2660
O 0.4152 -1.4202 -0.0583
O 2.7640 -1.6954 -1.9757
O -0.9320 2.4541 0.0026
O 1.5534 -1.4108 2.7197
O -0.7936 -0.6200 -1.0091
O -4.0964 -1.4337 0.0395
O 1.2396 3.4194 -0.0541
```

LUMO ... -0.396 eV
Kohn-Sham gap ... 9.13 eV

=====

Going by the energies, A is most stable and the next is 543.8 kJ/mol up.

=====

A.
Entry from the OMol25 dataset: 7 unconnected molecules or ions with the total composition H14O7 (ωB97M-V with the def2-TZVPD basis set).

Geometry as XYZ:
```
21
Properties=species:S:1:pos:R:3
O -1.8377 0.9324 -7.6441
H -1.0900 0.6802 -8.1859
H -1.7217 0.4406 -6.8311
O -2.0854 -3.0304 -11.8417
H -1.3120 -3.5721 -11.9984
H -2.7111 -3.3058 -12.5117
O -3.9722 -0.9482 -11.6836
H -3.1960 -1.5028 -11.6055
H -4.4583 -1.3181 -12.4206
O 0.6597 0.7766 -9.9919
H 0.1556 -0.0274 -10.1171
H 0.3774 1.3502 -10.7042
O 2.1727 -2.5161 -9.9415
H 1.4042 -2.3318 -9.4013
H 1.8236 -2.6259 -10.8260
O -0.8357 -1.5477 -9.7481
H -1.5844 -1.4513 -9.1596
H -1.2081 -1.9068 -10.5535
O -3.4360 -1.4644 -8.5325
H -3.7709 -2.2621 -8.9421
H -4.1854 -0.8691 -8.5182
```

Structure (SMILES) ... O.O.O.O.O.O.O
LUMO ... -0.315 eV
Kohn-Sham gap ... 10.48 eV

=====

B.
Entry from the OMol25 dataset: 7 unconnected molecules or ions with the total composition H14O7 (ωB97M-V with the def2-TZVPD basis set).

Geometry as XYZ:
```
21
Properties=species:S:1:pos:R:3
O 0.7566 -1.8836 2.9083
H 0.0861 -1.4892 2.3661
H 0.9179 -1.1963 3.5942
O -0.4876 -2.8486 -1.7364
H -0.8866 -1.9989 -1.5915
H -0.7586 -3.1464 -2.6453
O 1.3118 0.9837 0.1934
H 0.7810 1.6517 0.6427
H 1.8542 0.6290 0.8939
O 1.3255 -0.1668 -2.2989
H 0.4717 -0.5298 -2.6082
H 0.9848 0.3236 -1.6025
O -0.9469 0.3484 2.6781
H -0.5700 0.3623 3.5418
H -0.8502 1.2213 2.3511
O -0.6230 2.4242 -1.5194
H -0.0853 2.9642 -0.9036
H -0.4285 2.8548 -2.3164
O -1.1163 -0.4422 -0.8273
H -0.5436 -0.5676 -0.1337
H -1.1930 0.5065 -0.9865
```

Structure (SMILES) ... O.O.O.O.O.O.O
LUMO ... -0.489 eV
Kohn-Sham gap ... 9.75 eV

=====

Going by the energies, A is most stable and the next is 78.1 kJ/mol up.